This record from the Open Molecules 2025 dataset describes C37H37Cl2F4N6O4SV as an isolated structure. The level of theory is ωB97M-V/def2-TZVPD.

```
! wB97M-V def2-TZVPD RIJCOSX def2/J DEFGRID3
* xyz -1 4
V 0.06803 0.27589 -0.34561
C 2.87872 2.30608 0.66816
C 3.17601 0.98258 -0.01511
N 2.20414 -0.08993 0.30006
C 2.20686 -0.38592 1.76238
C 3.57251 -0.60735 2.40754
C 2.56908 -1.29904 -0.46399
C 1.38535 -2.27362 -0.60419
N 0.19078 -1.68779 -0.01194
C -0.84685 -2.51795 0.29568
C -1.62487 -2.24791 1.43402
F -1.24762 -1.22068 2.22823
C -2.73926 -2.97423 1.77571
F -3.44774 -2.61371 2.86294
C -3.13375 -4.06719 1.03393
C -2.35380 -4.39280 -0.05739
F -2.69776 -5.46232 -0.80309
C -1.24831 -3.65623 -0.42807
F -0.56270 -4.05475 -1.51346
H 3.57322 3.05678 0.28892
H 2.98381 2.25983 1.75372
H 1.86787 2.64272 0.43929
H 4.18259 0.63686 0.25344
H 3.14934 1.13572 -1.09045
H 1.58499 -1.26930 1.89850
H 1.69317 0.43176 2.25756
H 4.16813 -1.36374 1.89396
H 3.41412 -0.95650 3.42898
H 4.16160 0.30842 2.46300
H 3.43696 -1.78348 -0.00538
H 2.87026 -0.96904 -1.45661
H 1.60274 -3.24024 -0.13346
H 1.23505 -2.47386 -1.66932
H -4.01178 -4.63899 1.29150
Cl -2.74747 6.47039 2.47142
C -1.93939 4.96656 2.08757
C -1.24797 4.30686 3.09700
C -0.63040 3.10004 2.76810
Cl 0.20142 2.23753 4.03242
C -0.68630 2.53176 1.50000
O -0.11462 1.37157 1.24973
C -1.40515 3.23517 0.47876
C -1.53431 2.70928 -0.81592
O -0.99460 1.61117 -1.26119
C -2.02167 4.46762 0.81274
H -1.18671 4.70511 4.09798
H -2.16599 3.23164 -1.53720
H -2.57213 5.00652 0.05177
C -3.54098 1.32457 3.45454
N -3.24927 0.96230 2.08184
C -4.12583 0.85025 1.07541
S -3.80695 -0.07361 -0.28190
N -5.32059 1.51308 1.20993
C -5.38585 2.88206 1.72122
H -2.86423 0.76674 4.09987
H -4.56442 1.04445 3.70484
H -3.39571 2.39039 3.64560
H -2.35863 0.52281 1.90997
H -5.88385 1.34718 0.39200
H -5.62448 2.91453 2.78446
H -6.17340 3.41042 1.18678
H -4.44548 3.41165 1.55876
O 2.11322 1.72111 -2.88768
C 1.21157 0.96158 -3.20308
N 0.61421 0.97128 -4.44512
C -0.37168 -0.07552 -4.58063
C -0.34053 -0.63751 -3.12820
O -1.10652 -1.49429 -2.73948
N 0.62358 -0.00415 -2.41342
C -1.77184 0.44144 -4.85628
C -2.07490 1.79330 -4.76208
C -3.37671 2.23617 -4.95789
C -4.38827 1.33078 -5.23668
C -4.09200 -0.02374 -5.31441
C -2.79316 -0.46619 -5.12633
C 0.07590 -1.11869 -5.59810
C 0.66813 -2.31615 -5.21188
C 1.12948 -3.21266 -6.16707
C 1.00428 -2.92447 -7.51733
C 0.40751 -1.73410 -7.91086
C -0.05764 -0.84264 -6.95704
H 1.07641 1.41424 -5.21935
H -1.29168 2.49539 -4.50914
H -3.60050 3.29274 -4.87619
H -5.40503 1.67469 -5.37972
H -4.87987 -0.74063 -5.50850
H -2.56695 -1.52387 -5.16428
H 0.74902 -2.56532 -4.16149
H 1.58010 -4.14458 -5.84976
H 1.36009 -3.62742 -8.26009
H 0.29557 -1.50392 -8.96318
H -0.54698 0.07403 -7.26671
*
```

Properties
E_tot = -128543.839 eV

Mulliken atomic charge list, values in e, 2 entries: number 1, V, carries 0.214; number 2, C, carries -1.083

This record from the Open Molecules 2025 dataset describes a 2-piece molecular cluster, C41H35Cl4N3O3 overall at a distorted geometry. The level of theory is ωB97M-V/def2-TZVPD.

```
! wB97M-V def2-TZVPD RIJCOSX def2/J DEFGRID3
* xyz 0 1
Cl -0.56278 -2.94858 -0.72045
C -1.18326 -1.50514 -0.04330
C -0.92305 -1.19052 1.28370
Cl 0.10316 -2.17296 2.22071
C -1.30276 0.10124 1.84950
O -0.50085 0.87540 2.40090
C -2.55359 0.67324 1.17707
O -3.41998 1.28477 1.80790
C -2.61811 0.45377 -0.27005
Cl -3.67610 1.46328 -1.13829
C -1.93890 -0.59563 -0.86443
Cl -2.02205 -0.84249 -2.55347
C -5.49740 2.13080 9.23784
C -4.16245 1.62801 8.77059
C -4.01980 0.30236 8.36917
C -2.77271 -0.23475 8.02160
C -2.67370 -1.71426 7.81143
C -1.67655 0.63383 7.94620
N -0.40277 0.13534 7.52405
C -0.00624 -0.22032 6.25137
C -0.89468 -0.80839 5.20976
C -1.93530 -0.07411 4.42982
C -3.08839 -0.92086 4.05455
C -2.13164 1.33515 4.69185
C -1.03008 2.17843 4.94755
C -1.20172 3.53359 5.21298
C -2.48981 4.06978 5.30954
C -3.59355 3.26952 5.01202
C -3.41783 1.93608 4.65815
O -0.79850 -2.04963 5.07057
N 1.27713 -0.63509 6.37359
C 2.09660 -1.40085 5.48594
C 2.47420 -0.88643 4.23273
C 2.22549 0.52306 3.83201
C 3.09389 -1.75157 3.32797
C 3.39308 -3.06932 3.66959
C 3.94990 -3.99797 2.63256
C 3.14429 -3.50044 4.97644
C 2.50939 -2.67784 5.90752
C 2.22413 -3.19203 7.27784
N 1.76914 -0.35240 7.63365
C 0.75283 0.09838 8.32150
C 0.82320 0.40588 9.74321
C 2.06462 0.88040 10.22724
C 2.20538 1.21489 11.57183
C 1.12321 1.05869 12.45147
C -0.09638 0.54786 11.98761
C -0.24181 0.18974 10.64889
C -1.78900 1.97323 8.34405
C -0.63169 2.92618 8.36827
C -3.04187 2.45467 8.74039
H -5.41117 3.14923 9.62780
H -6.23291 2.13473 8.42237
H -5.89992 1.48953 10.03303
H -4.88744 -0.36170 8.37158
H -1.82613 -2.16193 8.34890
H -3.59119 -2.17538 8.20581
H -2.59618 -1.99223 6.75405
H -3.68188 -0.42962 3.27714
H -2.72692 -1.89318 3.70024
H -3.75421 -1.09798 4.92409
H -0.02828 1.74949 4.87611
H -0.31895 4.16075 5.35523
H -2.62464 5.11192 5.60357
H -4.60739 3.67640 5.04223
H -4.27623 1.33468 4.35584
H 2.96388 0.81812 3.07370
H 1.24277 0.62780 3.35182
H 2.30110 1.21779 4.67480
H 3.33580 -1.38029 2.32936
H 4.35290 -4.90047 3.10133
H 3.17188 -4.30348 1.91815
H 4.74582 -3.50931 2.05793
H 3.43412 -4.51213 5.27397
H 2.80250 -4.11118 7.42680
H 2.51386 -2.46902 8.04695
H 1.16334 -3.44763 7.41214
H 2.89040 0.98947 9.52208
H 3.16173 1.59691 11.93367
H 1.23122 1.32613 13.50423
H -0.94089 0.42257 12.66845
H -1.17244 -0.25307 10.28909
H -1.02014 3.95004 8.27449
H -0.07582 2.87140 9.31622
H 0.06781 2.76303 7.54032
H -3.13213 3.50136 9.03930
*
```

Properties
E_tot = -103784.766 eV

Mulliken atomic charge list, values in e, 2 entries: number 1, Cl, carries -0.167; number 2, C, carries 0.143

This record from the Open Molecules 2025 dataset describes a 2-piece molecular cluster, CH7NOS2 overall at a distorted geometry. The level of theory is ωB97M-V/def2-TZVPD.

```
! wB97M-V def2-TZVPD RIJCOSX def2/J DEFGRID3
* xyz 0 1
N -1.14684 -0.23528 -0.56783
C -1.51709 -1.48698 0.04966
O -1.93092 -1.37646 1.37816
H -0.35533 0.20576 -0.11141
H -1.91503 0.40233 -0.37891
H -0.64196 -2.12739 0.01196
H -2.33535 -1.90753 -0.53751
H -2.84279 -1.21776 1.61368
S 4.22502 1.56818 -0.16985
S 2.22812 1.67097 -0.77757
H 3.92168 1.79601 1.11525
H 2.31050 2.70815 -1.62561
*
```

Properties
E_tot = -26357.979 eV
Structure (SMILES) = NCO.SS

natural (NBO) atomic charge list, values in e, 2 entries: number 1, N, carries -0.831; number 2, C, carries 0.090

This record from the Open Molecules 2025 dataset describes C16H26Cl3N2O7V as an isolated structure at a distorted geometry. The level of theory is ωB97M-V/def2-TZVPD.

```
! wB97M-V def2-TZVPD RIJCOSX def2/J DEFGRID3
* xyz 1 4
V -0.18154 0.21897 0.23086
C 1.61515 0.60600 -2.19212
C 0.49231 0.30259 -3.11365
O -0.59792 -0.38622 -2.49919
C -0.50647 -1.82196 -2.50474
C -1.25063 -2.56901 -0.28986
O -0.96184 -2.84386 1.08017
C -1.96047 -2.54341 2.06922
C -1.76960 -1.05893 2.58381
O -0.58941 -0.48523 2.19714
C 0.57958 -0.97298 2.85599
C 1.82537 -0.66635 2.00563
O 1.57982 0.62340 1.36595
C 2.76210 1.09209 0.62828
C 2.27711 2.04820 -0.42637
O 1.17766 1.47473 -1.14104
H 2.34206 1.19150 -2.73758
H 2.18289 -0.28124 -1.86283
H 0.91284 -0.30346 -4.00023
H 0.00529 1.19546 -3.48628
H 0.05187 -2.24500 -3.27980
H -1.50370 -2.24633 -2.70968
H -2.02359 -3.27518 -0.66831
H -2.36948 -1.03910 -1.02364
H -1.97259 -3.38219 2.76067
H -2.94347 -2.46658 1.60257
H -1.83657 -1.13828 3.70777
H -2.59302 -0.51579 2.31322
H 0.55275 -2.00979 3.15276
H 0.62553 -0.42428 3.76196
H 1.90924 -1.31419 1.15783
H 2.69764 -0.63787 2.61291
H 3.37278 0.28213 0.28925
H 3.45720 1.66777 1.23403
H 3.14762 2.23784 -1.10118
H 1.97428 2.97523 -0.01301
C -1.68445 2.87911 -1.55500
C -1.27389 2.98929 -0.14365
N -0.86810 2.12934 0.77290
C -0.80420 2.79924 2.00933
C -1.08445 4.11000 1.80063
N -1.49225 4.19067 0.43217
H -2.75862 2.92861 -1.73341
H -1.39363 1.92915 -1.94382
H -1.21110 3.68019 -2.13703
H -0.41686 2.25994 2.86128
H -1.12244 5.01004 2.46067
H -1.59019 5.02946 -0.09089
Cl 1.75483 -4.15998 0.13842
C 0.81919 -3.71791 -1.28228
Cl 2.00674 -3.45159 -2.53147
Cl -0.34679 -4.93939 -1.76167
C 0.03285 -2.31873 -1.09538
O -1.85337 -1.20433 -0.22397
O 0.80593 -1.43181 -0.53735
*
```

Properties
E_tot = -97574.903 eV

natural (NBO) atomic charge list, values in e, 2 entries: number 1, V, carries 1.227; number 2, C, carries -0.098